1.
12
Properties=species:S:1:pos:R:3:nbo_charge:R:1 method="wB97M-V/def2-TZVPD" molar_mass_da=86.1 lumo_energy_ha=0.037 total_energy_ev=-8335.5375 homo_lumo_gap_ev=10.03 de_lowest_kj_mol=475.1 total_charge=0
O -1.161 1.570 1.351 -0.6197
C -1.493 0.526 0.842 0.5005
O -0.499 -0.040 -0.396 -0.4777
C 0.747 0.574 -0.287 0.0918
C 1.619 0.220 -1.207 -0.4294
C -0.666 -1.099 0.722 -0.2735
H -2.484 0.365 0.405 0.1572
H 0.882 1.250 0.560 0.2320
H 1.280 -0.448 -1.992 0.2118
H 2.642 0.559 -1.175 0.2142
H -1.213 -1.947 0.266 0.1892
H 0.347 -1.530 0.911 0.2036

2.
18
Properties=species:S:1:pos:R:3:nbo_charge:R:1 method="wB97M-V/def2-TZVPD" molar_mass_da=102.1 lumo_energy_ha=-0.209 total_energy_ev=-10903.3392 homo_lumo_gap_ev=9.44 de_lowest_kj_mol=234.1 total_charge=+1
C 0.675 2.282 -0.940 0.2478
N 1.686 1.463 -0.987 -0.7072
H 0.436 2.956 -1.767 0.2044
H 0.271 2.503 0.041 0.2313
H 1.434 0.445 -0.739 0.4806
H 2.645 1.646 -1.298 0.4539
H -0.083 -4.211 -1.080 0.4992
H -0.916 -3.245 -1.925 0.4907
O -0.488 -3.327 -1.064 -0.9678
H 0.250 -1.682 -0.611 0.5281
H 0.223 -0.612 0.429 0.4950
O 0.712 -0.882 -0.348 -0.9699
H -2.559 1.921 1.039 0.4909
H -1.165 2.020 1.490 0.4715
O -1.683 1.930 0.654 -0.9557
H -0.534 -0.858 3.206 0.4979
H -0.463 -1.476 1.833 0.4731
O -0.452 -0.610 2.273 -0.9638

3.
16
Properties=species:S:1:pos:R:3:nbo_charge:R:1 method="wB97M-V/def2-TZVPD" molar_mass_da=119.2 lumo_energy_ha=0.024 total_energy_ev=-18665.7055 homo_lumo_gap_ev=9.78 de_lowest_kj_mol=175.7 smiles="N[C@H](C=O)CCS" total_charge=0
O -0.066 -0.306 2.808 -0.5113
C 0.841 -0.066 2.069 0.4489
C 0.701 0.171 0.561 -0.1522
C -0.722 0.656 0.177 -0.4597
C -1.382 -0.125 -0.975 -0.4930
S -1.082 0.631 -2.629 -0.0688
N 1.220 -0.980 -0.157 -0.8656
H 1.885 0.020 2.402 0.1095
H 1.483 0.931 0.443 0.2006
H -0.655 1.667 -0.213 0.2216
H -1.362 0.702 1.055 0.2362
H -1.075 -1.168 -1.012 0.2193
H -2.468 -0.141 -0.906 0.2317
H 0.234 0.721 -2.773 0.1087
H 1.586 -0.884 -1.081 0.3941
H 0.862 -1.828 0.232 0.3803

4.
54
Properties=species:S:1:pos:R:3:nbo_charge:R:1 method="wB97M-V/def2-TZVPD" molar_mass_da=462.1 lumo_energy_ha=0.009 total_energy_ev=-96747.5894 homo_lumo_gap_ev=9.03 smiles=COCCNCCOC.ClCCCl.ClCCCl.ClCCCl.CO total_charge=0
Cl 6.471 -34.596 -15.223 -0.0804
C 7.392 -34.810 -13.662 -0.3714
C 6.410 -34.786 -12.473 -0.3961
Cl 5.141 -36.030 -12.722 -0.0369
H 8.225 -34.110 -13.718 0.2297
H 7.909 -35.769 -13.672 0.2118
H 5.971 -33.788 -12.441 0.2202
H 7.011 -34.857 -11.567 0.2231
Cl 11.036 -27.321 -10.247 -0.0484
C 12.415 -26.583 -11.097 -0.3999
C 12.633 -25.183 -10.695 -0.4194
Cl 14.245 -24.670 -10.987 -0.0372
H 12.493 -26.844 -12.153 0.2330
H 13.323 -27.026 -10.687 0.2134
H 12.444 -24.997 -9.638 0.2351
H 12.142 -24.546 -11.430 0.2224
Cl 14.400 -28.081 -19.124 -0.0528
C 15.729 -28.715 -20.068 -0.4083
C 15.996 -27.905 -21.318 -0.3601
Cl 14.606 -27.984 -22.513 -0.0842
H 15.445 -29.764 -20.146 0.2321
H 16.622 -28.645 -19.447 0.2208
H 16.825 -28.373 -21.849 0.2256
H 16.186 -26.864 -21.057 0.2270
C 12.267 -31.219 -14.512 -0.2588
O 11.579 -30.045 -14.932 -0.7202
H 12.140 -31.325 -13.435 0.1745
H 11.812 -32.031 -15.080 0.1737
H 13.346 -31.080 -14.585 0.1682
H 12.169 -29.676 -15.592 0.4635
C 14.729 -36.989 -15.431 -0.2648
O 14.455 -36.800 -16.829 -0.5388
C 13.108 -36.710 -17.118 -0.0687
C 12.909 -36.730 -18.598 -0.2277
N 13.466 -37.947 -19.076 -0.6402
C 13.987 -37.946 -20.487 -0.2401
C 12.977 -38.564 -21.434 -0.0652
O 13.447 -38.636 -22.761 -0.5408
C 12.536 -39.240 -23.656 -0.2452
H 14.682 -38.053 -15.197 0.1746
H 14.180 -36.410 -14.688 0.1774
H 15.754 -36.784 -15.122 0.1930
H 12.537 -35.925 -16.623 0.1682
H 12.510 -37.578 -16.842 0.1595
H 13.461 -35.879 -18.998 0.1649
H 11.831 -36.639 -18.730 0.1887
H 14.201 -38.278 -18.468 0.3770
H 14.803 -38.663 -20.577 0.1921
H 14.461 -36.978 -20.647 0.1881
H 12.112 -37.902 -21.473 0.1491
H 12.567 -39.494 -21.040 0.1742
H 12.405 -40.281 -23.359 0.1612
H 13.064 -39.198 -24.608 0.1965
H 11.535 -38.809 -23.666 0.1668

5.
218
Properties=species:S:1:pos:R:3:mulliken_charge:R:1 method="wB97M-V/def2-TZVPD" molar_mass_da=1160.9 lumo_energy_ha=0.137 total_energy_ev=-98468.5532 homo_lumo_gap_ev=3.03 de_lowest_kj_mol=57.6 total_charge=-2
O 12.507 -0.753 -9.222 -0.9740
C 13.197 0.481 -9.270 -0.2410
C 12.499 1.815 -9.813 1.5265
O 11.824 1.816 -11.013 -0.4870
H 14.136 0.394 -9.817 -0.2228
H 13.764 0.623 -8.350 0.2262
H 13.260 2.595 -9.794 -0.5708
H 11.695 2.060 -9.119 -1.2339
C 17.525 -5.814 -7.297 -1.4064
C 16.187 -5.036 -6.909 1.9703
C 16.152 -4.535 -5.476 -1.3052
C 17.048 -3.311 -5.136 -1.0664
C 16.884 -2.252 -6.143 -0.7421
C 16.980 -2.713 -7.601 2.4739
N 16.055 -3.860 -7.809 0.2359
O 15.932 -4.302 -9.033 -0.4824
C 16.478 -1.458 -8.391 -2.3752
C 18.359 -2.948 -8.027 -1.4770
C 14.971 -5.991 -7.073 -1.7430
H 17.712 -5.731 -8.368 0.1707
H 17.472 -6.871 -7.038 0.4919
H 18.380 -5.433 -6.738 0.3513
H 15.196 -4.367 -4.982 0.0728
H 16.473 -5.380 -4.866 0.5516
H 18.076 -3.672 -5.093 0.3795
H 16.923 -2.943 -4.117 0.4735
H 17.396 -1.313 -5.937 0.3436
H 15.859 -1.997 -5.873 -0.1182
H 15.451 -1.149 -8.193 0.3887
H 17.086 -0.560 -8.289 -0.0396
H 16.370 -1.655 -9.458 0.5950
H 18.992 -3.264 -7.198 0.3301
H 18.427 -3.612 -8.888 0.1884
H 18.755 -1.994 -8.377 0.3360
H 14.977 -6.737 -6.278 0.4922
H 14.786 -6.331 -8.092 0.4012
H 14.032 -5.512 -6.795 0.0012
H 16.801 -4.602 -9.309 0.3629
C 9.679 -2.282 -5.695 -1.8950
C 11.071 -2.581 -5.132 1.9918
C 10.974 -2.314 -3.658 -1.4605
C 10.191 -3.483 -2.879 -0.8719
C 10.853 -4.824 -3.230 -1.1306
C 10.979 -5.156 -4.733 1.6613
N 11.487 -3.931 -5.429 0.7913
O 11.636 -4.193 -6.804 -0.3766
C 12.017 -6.254 -4.871 -2.0686
C 9.595 -5.695 -5.170 -1.9124
C 12.101 -1.582 -5.664 -1.9695
H 9.086 -1.471 -5.272 0.3112
H 8.985 -3.111 -5.560 0.1690
H 9.839 -2.022 -6.742 0.5726
H 11.989 -2.283 -3.261 0.4602
H 10.401 -1.419 -3.416 0.4408
H 9.148 -3.477 -3.196 0.3159
H 10.134 -3.252 -1.815 0.4576
H 10.206 -5.502 -2.674 0.3819
H 11.814 -4.785 -2.717 0.3427
H 12.933 -5.892 -4.406 0.3007
H 11.736 -7.223 -4.458 0.4692
H 12.382 -6.436 -5.882 0.4850
H 8.758 -5.097 -4.810 0.3775
H 9.520 -5.727 -6.257 0.3004
H 9.626 -6.732 -4.834 0.5439
H 11.930 -1.414 -6.727 0.4786
H 13.132 -1.895 -5.496 0.1489
H 12.044 -0.629 -5.137 0.3679
H 10.699 -4.082 -6.978 0.3216
C 9.992 1.927 -14.407 -2.1007
C 9.801 0.843 -15.501 2.2542
C 11.094 0.659 -16.327 -0.9123
C 11.166 -0.538 -17.272 -1.0402
C 10.828 -1.759 -16.451 -1.4248
C 9.480 -1.746 -15.718 1.6756
N 9.381 -0.475 -14.923 0.0227
O 8.333 -0.430 -14.021 -0.1613
C 8.383 -1.901 -16.718 -1.6477
C 9.399 -2.977 -14.759 -2.0010
C 8.787 1.377 -16.516 -1.9537
H 10.747 1.738 -13.645 0.4591
H 9.067 2.354 -14.020 0.2226
H 10.437 2.801 -14.883 0.3439
H 11.381 1.614 -16.766 0.6811
H 11.763 0.536 -15.475 -0.0478
H 12.183 -0.579 -17.662 0.4427
H 10.529 -0.351 -18.136 0.3832
H 11.473 -1.772 -15.572 0.4458
H 10.985 -2.681 -17.011 0.3954
H 7.420 -1.521 -16.378 0.2126
H 8.660 -1.420 -17.656 0.3761
H 8.376 -2.936 -17.059 0.4724
H 9.573 -3.952 -15.214 0.3869
H 9.964 -2.901 -13.829 0.4449
H 8.362 -2.998 -14.424 0.4173
H 9.096 2.393 -16.761 0.4174
H 7.864 1.576 -15.971 0.4386
H 8.501 0.745 -17.357 0.2930
H 7.557 -0.265 -14.562 0.3417
C 12.102 5.415 -8.775 -1.8549
C 10.860 6.177 -9.278 1.9507
C 11.465 7.633 -9.436 -1.2842
C 10.545 8.542 -10.259 -0.9078
C 10.260 7.879 -11.656 -1.3103
C 9.635 6.450 -11.509 1.7039
N 10.410 5.657 -10.575 -0.1195
O 9.932 4.377 -10.464 2.2846
C 8.113 6.765 -11.201 -1.7676
C 9.775 5.886 -12.930 -1.7202
C 9.713 6.176 -8.237 -1.5704
H 12.610 5.824 -7.901 0.3901
H 11.708 4.424 -8.551 0.1542
H 12.753 5.310 -9.643 0.1266
H 11.564 8.039 -8.429 0.5555
H 12.435 7.599 -9.934 0.2753
H 9.611 8.713 -9.723 0.3143
H 10.929 9.555 -10.376 0.4728
H 11.258 7.817 -12.091 0.1965
H 9.741 8.593 -12.295 0.5114
H 7.872 7.473 -10.408 0.3331
H 7.578 5.872 -10.881 0.0693
H 7.587 7.076 -12.104 0.4794
H 9.210 4.958 -13.011 0.2413
H 10.806 5.800 -13.274 0.0726
H 9.462 6.512 -13.766 0.4233
H 8.799 6.265 -8.825 0.3695
H 9.614 5.225 -7.714 0.1043
H 9.890 6.958 -7.499 0.3268
H 10.649 3.762 -10.636 -0.5774
C 7.582 2.761 -7.918 -1.3466
C 7.592 1.282 -8.478 2.2404
C 6.552 0.366 -7.881 -1.4223
C 5.126 0.667 -8.202 -0.8586
C 4.998 0.600 -9.803 -1.4773
C 6.015 1.480 -10.515 1.8672
N 7.324 1.277 -9.960 -0.0901
O 8.323 1.903 -10.700 0.3806
C 5.978 1.021 -12.003 -1.9696
C 5.511 2.982 -10.388 -1.7912
C 8.986 0.674 -8.077 -1.3938
H 7.672 3.487 -8.726 0.0439
H 8.395 3.020 -7.240 0.5353
H 6.615 3.013 -7.481 0.2501
H 6.787 -0.664 -8.154 0.4580
H 6.624 0.332 -6.794 0.3912
H 4.666 1.577 -7.816 0.3386
H 4.520 -0.131 -7.773 0.4581
H 4.001 0.960 -10.057 0.4076
H 5.045 -0.403 -10.226 0.4462
H 6.369 0.008 -12.093 0.5494
H 4.929 1.200 -12.240 0.3790
H 6.568 1.708 -12.610 0.2458
H 4.569 3.049 -10.933 0.5905
H 5.273 3.334 -9.384 0.3278
H 6.094 3.729 -10.927 0.1565
H 9.805 1.375 -8.241 -0.7396
H 9.075 -0.327 -8.499 0.6144
H 8.928 0.459 -7.010 0.4258
H 8.271 2.812 -10.397 -0.1686
C 14.592 2.071 -16.015 -1.6444
C 14.955 2.175 -14.474 1.5592
C 16.494 2.468 -14.310 -1.1058
C 16.905 3.887 -14.627 -0.8503
C 16.081 4.839 -13.810 -0.4733
C 14.600 4.669 -13.975 1.7441
N 14.214 3.245 -13.752 0.2539
O 12.825 3.094 -13.621 1.2606
C 13.983 5.524 -12.771 -1.8321
C 14.122 5.314 -15.302 -1.9270
C 14.645 0.797 -13.720 -1.6310
H 13.629 2.577 -16.080 0.1794
H 14.325 1.059 -16.319 0.6036
H 15.187 2.719 -16.658 0.2535
H 16.844 2.113 -13.340 0.0656
H 16.992 1.717 -14.923 0.4610
H 16.783 3.995 -15.705 0.5444
H 17.940 4.058 -14.331 0.5438
H 16.501 5.758 -14.218 0.2964
H 16.403 4.737 -12.774 -0.3162
H 14.148 6.588 -12.941 0.6161
H 12.898 5.474 -12.676 0.1309
H 14.531 5.379 -11.840 -0.0992
H 13.064 5.129 -15.486 0.2507
H 14.368 6.375 -15.334 0.4881
H 14.488 4.822 -16.204 0.3090
H 15.333 -0.009 -13.976 0.5421
H 13.633 0.481 -13.973 -0.0046
H 14.530 1.001 -12.656 0.2566
H 12.651 2.931 -12.692 -0.2317
C 15.966 4.704 -7.459 -1.6670
C 17.481 4.653 -7.717 2.2105
C 18.056 3.532 -6.784 -1.9669
C 17.916 2.119 -7.321 -0.1448
C 18.525 2.045 -8.741 -1.7535
C 17.960 3.079 -9.740 2.2262
N 17.883 4.393 -9.091 0.2705
O 17.418 5.340 -9.916 -0.4224
C 18.915 3.007 -10.987 -1.9745
C 16.627 2.520 -10.201 -0.6801
C 18.208 6.018 -7.215 -2.1008
H 15.648 4.289 -6.502 0.2879
H 15.383 4.285 -8.279 0.2092
H 15.641 5.735 -7.324 0.3964
H 19.079 3.668 -6.435 0.3733
H 17.472 3.469 -5.866 0.4843
H 16.884 1.776 -7.254 0.2087
H 18.500 1.435 -6.706 0.6208
H 18.376 1.034 -9.121 0.2261
H 19.603 2.053 -8.579 0.4637
H 19.943 3.351 -10.873 0.4312
H 18.847 1.957 -11.272 0.4385
H 18.497 3.585 -11.811 0.2232
H 16.142 3.298 -10.791 -0.6166
H 16.641 1.694 -10.911 0.4639
H 15.968 2.336 -9.352 0.0925
H 19.274 5.975 -7.435 0.4926
H 18.242 6.094 -6.128 0.4184
H 17.835 6.927 -7.686 0.4052
H 18.210 5.855 -10.087 0.3276

no.,highest occupied orbital energy (eV)
1,-9.04
2,-15.14
3,-9.13
4,-8.80
5,0.70